Computed, not measured: an isolated molecule of C23H29N5O6S2 at a distorted geometry, with the ωB97M-V functional and the def2-TZVPD basis.

```
65
Properties=species:S:1:pos:R:3:mulliken_charge:R:1
C -4.203 -0.660 1.899 -0.68
O -4.099 0.690 1.528 -0.25
C -3.482 1.478 2.530 -0.17
C -3.487 2.934 2.063 -1.07
N -2.797 3.038 0.799 -0.09
C -3.472 3.200 -0.352 0.75
O -4.595 3.639 -0.455 -0.66
C -2.668 2.737 -1.588 -0.95
N -2.718 1.287 -1.609 0.19
C -3.699 0.648 -2.280 0.07
N -3.875 -0.629 -2.303 -0.64
C -3.040 -1.346 -1.532 0.26
C -2.014 -0.811 -0.759 -0.25
C -1.352 -1.803 0.018 -0.91
C -1.843 -3.055 -0.182 1.48
C -1.431 -4.341 0.428 -1.60
H -0.668 -4.157 1.180 0.40
H -2.287 -4.830 0.890 0.45
H -1.038 -5.013 -0.335 0.35
S -3.152 -3.060 -1.349 -0.27
S -0.143 -1.329 1.253 1.33
O -0.735 -0.332 2.094 -0.68
O 0.340 -2.519 1.905 -0.87
N 1.048 -0.662 0.309 0.33
C 1.875 -1.648 -0.346 -0.01
H 1.216 -2.391 -0.800 0.55
C 2.712 -0.935 -1.420 -1.78
N 3.470 0.175 -0.895 0.12
C 4.757 -0.035 -0.395 1.10
C 5.269 -1.304 -0.138 -0.40
C 6.574 -1.496 0.285 -1.10
C 7.403 -0.411 0.473 -0.75
C 6.927 0.866 0.213 -0.44
C 5.631 1.067 -0.231 0.47
O 5.131 2.306 -0.551 -0.35
C 5.992 3.415 -0.501 -1.03
H 6.340 3.615 0.518 0.40
H 5.397 4.260 -0.847 0.25
H 6.855 3.288 -1.162 0.37
H 7.592 1.704 0.347 0.40
H 8.418 -0.543 0.813 0.38
H 6.930 -2.497 0.474 0.38
H 4.642 -2.172 -0.263 0.29
C 2.591 1.113 -0.225 -0.80
C 1.813 0.418 0.895 -0.88
H 1.096 1.095 1.356 0.49
H 2.508 0.037 1.658 0.40
H 3.168 1.941 0.177 0.44
H 1.875 1.494 -0.958 0.27
H 3.377 -1.638 -1.921 0.62
H 2.019 -0.522 -2.163 0.38
H 2.517 -2.156 0.388 0.22
C -1.783 0.605 -0.807 0.45
O -0.891 1.228 -0.258 -0.60
H -4.384 1.261 -2.849 0.34
H -1.624 3.049 -1.513 0.29
H -3.128 3.134 -2.492 0.52
H -1.896 2.571 0.760 0.27
H -4.511 3.277 1.900 0.44
H -2.998 3.562 2.812 0.34
H -4.036 1.389 3.476 0.49
H -2.452 1.126 2.687 0.14
H -3.215 -1.085 2.116 0.22
H -4.658 -1.182 1.058 0.18
H -4.840 -0.776 2.785 0.40
```

Properties
**SMILES string**: COCCNC(=O)Cn1cnc2sc(C)c(S(=O)(=O)N3CCN(c4ccccc4OC)CC3)c2c1=O
**HOMO energy**: -7.71 eV
**Gap between HOMO and LUMO**: 7.83 eV
**LUMO**: 0.12 eV
**Molar mass**: 535.65 u

***

Computed, not measured: a structure of composition C23H29N9Pd, with the ωB97M-V functional and the def2-TZVPD basis.

```
62
Properties=species:S:1:pos:R:3:mulliken_charge:R:1
Pd -0.208 0.158 0.597 -0.37
C 2.270 -1.807 -1.331 -0.49
C 3.265 -1.532 -0.189 -0.66
C 2.762 -0.678 0.994 -1.32
N 1.907 0.401 0.529 0.30
C 2.355 1.350 -0.241 0.75
C 3.759 1.691 -0.261 -0.71
C 4.507 2.411 -1.132 -0.36
C 4.121 3.066 -2.326 -0.54
C 2.849 3.222 -2.771 -0.50
C 1.631 2.801 -2.177 -0.26
C 1.336 2.071 -1.049 -0.03
N -0.003 1.843 -0.793 -0.13
C -0.679 2.763 0.105 -0.28
C -2.201 2.698 -0.074 -0.60
C -2.896 1.505 0.600 -1.12
N -2.284 0.234 0.283 -0.33
C -2.706 -0.564 -0.665 1.39
C -3.806 -0.241 -1.511 -0.68
C -4.575 -1.024 -2.341 -0.58
C -4.511 -2.390 -2.601 -0.58
C -3.540 -3.251 -2.124 -0.52
C -2.400 -3.003 -1.375 -0.71
C -1.883 -1.808 -0.824 0.97
N -0.671 -1.710 -0.323 0.17
C 0.217 -2.833 -0.109 -0.97
C 1.316 -2.990 -1.160 -0.67
H 2.866 -2.007 -2.225 0.35
H 1.691 -0.908 -1.551 0.08
H 4.124 -1.013 -0.623 0.40
H 3.647 -2.477 0.209 0.46
H 3.629 -0.325 1.566 0.35
H 2.166 -1.284 1.677 0.50
H 4.303 1.289 0.587 0.35
H 5.560 2.488 -0.882 0.34
H 4.919 3.498 -2.917 0.34
H 2.725 3.761 -3.704 0.32
H 0.742 3.088 -2.726 0.37
H -0.355 3.799 -0.063 0.56
H -0.431 2.568 1.176 0.18
H -2.400 2.683 -1.149 0.23
H -2.646 3.610 0.334 0.48
H -3.963 1.524 0.359 0.46
H -2.822 1.630 1.686 0.36
H -4.106 0.798 -1.473 0.19
H -5.373 -0.490 -2.849 0.31
H -5.275 -2.810 -3.243 0.31
H -3.656 -4.289 -2.421 0.30
H -1.772 -3.873 -1.239 0.19
H -0.336 -3.774 -0.039 0.51
H 0.679 -2.693 0.874 0.08
H 0.841 -3.189 -2.125 0.36
H 1.896 -3.885 -0.905 0.42
N -2.038 0.090 6.052 -0.60
N -1.071 0.012 5.066 1.22
N 0.143 0.473 5.234 -0.91
C 0.657 0.271 4.027 -0.19
N -0.231 -0.278 3.188 0.23
N -1.338 -0.438 3.874 -0.75
H -1.610 -0.187 6.929 0.28
H -2.766 -0.569 5.801 0.31
H 1.667 0.529 3.759 0.48
```

Properties
**ΔE to the lowest compared entry with this formula, charge and spin**: 49.9 kJ/mol
**HOMO energy (alpha / beta)**: -5.95 / -6.20 eV
**Gap between HOMO and LUMO (alpha / beta)**: 6.09 / 6.19 eV
**LUMO (alpha / beta)**: 0.13 / -0.01 eV
**2S+1**: 3
**Molar mass**: 537.97 u